Entry 1:
Molecular formula: C8H13BrNiO7S2
Method: DFT, the ωB97M-V functional and the def2-TZVPD basis

```
32
Properties=species:S:1:pos:R:3
C 2.7523 -2.4090 0.0266
C 2.4835 -1.1108 0.7547
O 1.7004 -1.0729 1.6484
O 3.2196 -0.0566 0.3315
C 2.5071 1.1642 0.3712
C 1.8496 1.5337 -0.9648
C 0.5443 0.7492 -1.1974
C -0.6574 1.3621 -0.4603
C -1.8846 0.4295 -0.6452
Br -3.1642 1.4122 -1.8568
O -1.6751 -0.7006 -1.3965
S -2.7651 -1.8661 -1.0775
O -3.6893 -1.7780 -2.1581
O -2.2702 -3.1519 -0.9044
O -3.3558 -1.1563 0.2674
C -2.5162 -0.1426 0.6808
O -1.5724 -0.7388 1.4920
S -3.4405 1.2369 1.5335
H 3.7503 -2.7912 0.2401
H 2.0114 -3.1496 0.3134
H 2.6503 -2.2541 -1.0517
H 1.7854 1.2279 1.1913
H 3.2437 1.9463 0.5668
H 1.6963 2.6144 -0.9846
H 2.5386 1.2267 -1.7538
H 0.6928 -0.2665 -0.8252
H 0.3018 0.7179 -2.2610
H -0.9327 2.3236 -0.9159
H -0.4706 1.5530 0.5994
H -1.4265 -0.1542 2.2391
H -2.5114 1.8603 2.3464
Ni -1.3954 1.4414 3.8510
```

Properties
Energy above the lowest of the compared OMol25 structures with the same formula, charge and spin: 33.8 kcal/mol
Expectation value of S²: 2.005
HOMO-LUMO gap (spin up / spin down): 5.397 / 3.110 eV
Multiplicity: 3
Total charge: +2

---

Entry 2:
Molecular formula: C8H13ClN3
Method: DFT, the ωB97M-V functional and the def2-TZVPD basis

```
25
Properties=species:S:1:pos:R:3
C -2.9605 -2.0648 0.5524
C -1.9297 -1.3196 0.1358
C -0.5269 -1.6523 0.5294
N 0.5034 -0.9977 0.0197
C 0.4610 0.4727 0.0369
N -0.2788 1.0022 0.9769
C -1.0844 0.2695 1.7637
C -0.4973 -0.6505 2.6362
Cl 1.1927 -0.5512 2.9450
N 1.3081 1.1348 -0.6875
C 1.7879 2.4622 -0.4196
C 1.9042 0.5941 -1.9985
H -3.8127 -1.7921 0.0962
H -2.9710 -2.8596 1.2405
H -2.0917 -0.5653 -0.6914
H -0.2627 -2.7228 0.8331
H 1.3691 -1.4069 0.3282
H -2.0767 0.8266 1.9445
H -1.1874 -1.2383 3.2793
H 1.7746 2.7694 0.6394
H 2.7299 2.5929 -0.8312
H 1.1444 3.0665 -0.9344
H 2.1055 1.4279 -2.7249
H 2.7698 0.0583 -1.6776
H 1.3541 -0.2248 -2.5195
```

Properties
SMILES: C=C\C=[NH+]/C(=N\C=C/Cl)N(C)C
Energy above the lowest of the compared OMol25 structures with the same formula, charge and spin: 133.7 kcal/mol
HOMO-LUMO gap: 7.868 eV
Total charge: +1

---

Entry 3:
Molecular formula: C8H13ClO4Pd
Method: DFT, the ωB97M-V functional and the def2-TZVPD basis

```
27
Properties=species:S:1:pos:R:3
C 0.3933 -0.7845 -2.7217
C -1.3886 1.2463 -3.5095
C -0.4581 -1.9944 -2.6897
H 1.3515 -0.9364 -2.2066
C -2.2861 0.5355 -2.6733
H -1.5095 2.3362 -3.5203
H 0.1400 -2.7689 -3.2126
H -3.0306 1.1546 -2.1538
C -1.7797 -1.8949 -3.4646
H -2.2577 -2.8844 -3.4100
H -1.5436 -1.7392 -4.5186
C 0.6056 -0.2174 -4.1286
H 0.8373 -1.0299 -4.8245
H 1.4949 0.4201 -4.0722
C -0.5776 0.6348 -4.6360
H -1.2330 0.0868 -5.3296
H -0.1519 1.4894 -5.1849
C -2.8026 -0.8536 -3.0184
H -3.5522 -0.7343 -3.8197
H -3.3534 -1.2388 -2.1484
Pd -0.5252 0.8196 -1.7580
H -0.5505 -2.3716 -1.6609
O 1.3199 1.7191 1.4772
Cl 0.0140 1.2167 1.1432
O -0.7757 0.9445 2.3097
O -0.6977 2.1877 0.2454
O 0.1531 -0.0457 0.3246
```

Properties
Energy above the lowest of the compared OMol25 structures with the same formula, charge and spin: 7.5 kcal/mol
Expectation value of S²: 2.005
HOMO-LUMO gap (spin up / spin down): 7.368 / 7.022 eV
Multiplicity: 3

---

Entry 4:
Molecular formula: C8H13ClO4Sr
Method: DFT, the ωB97M-V functional and the def2-TZVPD basis

```
27
Properties=species:S:1:pos:R:3
C -2.3199 0.5712 0.3926
C 0.2512 -0.6054 -1.7661
C -1.5295 1.7390 0.3259
H -2.5353 0.3576 1.4728
C 1.1860 0.2270 -1.3117
H 0.6100 -1.5104 -2.2845
H -1.8288 2.7258 0.7560
H 2.2596 0.0067 -1.4742
C -0.3763 2.1325 -0.6108
H -0.1386 3.1947 -0.3609
H -0.6520 2.1496 -1.6873
C -2.0362 -0.6741 -0.3713
H -2.8812 -1.3121 -0.5687
H -1.3897 -1.2289 0.3455
C -1.2570 -0.5064 -1.6960
H -1.5726 0.4325 -2.1620
H -1.6125 -1.3178 -2.3559
C 0.9851 1.4190 -0.4164
H 1.7947 2.1373 -0.6610
H 1.1078 1.1808 0.6572
Sr 0.2210 -2.1098 3.0025
H 0.7985 -0.3744 2.6371
O 2.5093 -2.6608 2.7475
Cl 2.3130 -1.8430 1.5200
O 3.3617 -1.4792 0.6813
O 1.0334 -2.2935 0.8534
O 1.6983 -0.3578 2.3349
```

Properties
Energy above the lowest of the compared OMol25 structures with the same formula, charge and spin: 143.6 kcal/mol
HOMO-LUMO gap: 4.428 eV

---

Entry 5:
Molecular formula: C8H13CrO5
Method: DFT, the ωB97M-V functional and the def2-TZVPD basis

```
27
Properties=species:S:1:pos:R:3
O -2.2774 -2.8108 -0.5993
C -1.5980 -1.8406 -0.0325
C -1.8539 -0.4590 -0.6217
O -1.4556 0.5802 0.2819
C -2.0937 1.7956 0.0995
C -2.2754 2.6373 1.1080
H -1.1985 -2.1157 1.1972
H -2.9214 -0.3395 -0.8455
H -1.2670 -0.3520 -1.5462
H -2.7439 3.6005 0.9141
H -2.3983 1.9975 -0.9298
H -1.9725 2.3914 2.1271
O 0.5965 -0.6989 2.2390
C 0.9888 -1.8406 1.6690
C 1.8280 -1.7171 0.5667
O 1.4725 -0.6731 -0.2843
C 2.5238 0.0731 -0.9206
C 1.9331 1.4418 -1.2487
O 1.3661 2.0343 -0.1285
Cr 0.4754 0.7166 0.9077
H 0.7720 -2.9042 1.8723
H 2.4478 -2.5129 0.1533
H 2.8651 -0.4640 -1.8181
H 3.3616 0.1609 -0.2112
H 1.1841 1.3054 -2.0587
H 2.7519 2.0505 -1.6799
H -0.5114 -2.0568 -0.2106
```

Properties
Expectation value of S²: 8.770
HOMO-LUMO gap (spin up / spin down): 8.193 / 6.326 eV
Multiplicity: 6

---

Entry 6:
Molecular formula: C8H13F6N3O9S2Te4V
Method: DFT, the ωB97M-V functional and the def2-TZVPD basis

```
46
Properties=species:S:1:pos:R:3
V 0.1813 -0.3967 -0.4177
Te 0.5571 0.0010 -2.9402
Te -1.7255 -0.9336 -4.1377
Te -2.9539 1.3043 -8.0346
Te -1.0591 1.5088 -6.2233
F 2.3071 -3.6948 1.9776
C 1.4193 -3.9996 1.0273
F 1.4754 -5.3297 0.8242
F 0.1978 -3.7114 1.5012
S 1.8049 -3.0985 -0.5843
O 1.5017 -1.7063 0.0279
O 3.2439 -3.2970 -0.7075
N -1.9801 -2.5109 -2.7331
S -2.3660 -2.1974 -1.3414
O -1.2502 -1.8299 -0.3838
O -3.5328 -1.4004 -0.9876
C -2.7603 -3.8382 -0.5896
F -3.0586 -3.7181 0.7198
F -3.8251 -4.3964 -1.1839
F -1.7419 -4.7020 -0.6836
C 2.3694 3.9873 0.6066
C 3.0236 2.6332 0.8850
C 3.9336 2.6973 2.1035
O 3.7672 2.2116 -0.2540
C 1.8748 1.6176 1.0911
O 1.5568 1.3485 2.2600
O 1.3025 1.2607 0.0157
H 3.1392 4.7495 0.4460
H 1.7507 4.2979 1.4508
H 1.7490 3.9120 -0.2857
H 4.7257 3.4327 1.9303
H 4.3897 1.7233 2.2767
H 3.3729 2.9787 2.9932
H 4.3711 2.9244 -0.4857
C -3.9489 1.6886 -0.3321
O -3.3618 1.2497 0.9175
C -2.1443 0.7533 0.7897
O -1.4695 0.8846 -0.2282
N -1.6688 0.1509 1.8931
N -0.4222 -0.4563 1.7705
H -4.9569 1.9947 -0.0701
H -3.9522 0.8576 -1.0349
H -3.3788 2.5237 -0.7326
H -2.2834 -0.0584 2.6607
H -0.4883 -1.4568 1.9166
H 0.3139 0.0399 2.2864
```

Properties
Energy above the lowest of the compared OMol25 structures with the same formula, charge and spin: 0.0 kcal/mol
Expectation value of S²: 0.758
HOMO-LUMO gap (spin up / spin down): 5.321 / 5.138 eV
Multiplicity: 2
Total charge: -2